(1)
Below is a structure of composition C32H22I2IrN6O3Se2, with properties calculated with wB97M-V/def2-TZVPD.

Structure (XYZ):
```
68
Properties=species:S:1:pos:R:3
Ir 0.136 -0.343 0.021
Se 1.192 1.039 -3.619
Se 2.861 0.040 -2.415
C 1.884 -1.596 -2.305
C 2.315 -2.660 -3.080
C 1.531 -3.798 -3.171
C 0.323 -3.811 -2.500
C -0.023 -2.727 -1.721
N 0.747 -1.627 -1.590
C 0.374 2.146 -2.269
C 0.010 3.390 -2.775
C -0.476 4.373 -1.937
C -0.490 4.098 -0.581
C -0.129 2.839 -0.157
N 0.220 1.813 -0.968
H 3.239 -2.569 -3.631
H 1.848 -4.638 -3.775
H -0.347 -4.657 -2.548
H -0.932 -2.752 -1.143
H 0.158 3.588 -3.828
H -0.770 5.339 -2.325
H -0.763 4.843 0.153
H -0.088 2.643 0.898
I -4.856 -1.996 3.589
C -4.634 -1.463 1.620
C -5.738 -1.327 0.806
C -5.584 -0.979 -0.518
I -7.307 -0.843 -1.655
C -4.279 -0.709 -1.078
C -4.156 -0.360 -2.431
C -2.920 -0.103 -2.948
C -1.828 -0.169 -2.100
N -1.878 -0.479 -0.803
C -3.114 -0.793 -0.272
C -3.277 -1.260 1.142
O -2.333 -1.468 1.882
H -6.726 -1.505 1.206
H -5.037 -0.306 -3.053
H -2.772 0.148 -3.988
H -0.848 0.017 -2.504
O 0.934 -3.433 2.422
C 0.972 -2.492 1.673
O 0.051 -2.176 0.810
C 2.157 -1.542 1.675
C 3.268 -1.907 2.436
C 4.328 -1.051 2.495
C 4.248 0.185 1.828
C 5.312 1.118 1.918
C 5.223 2.336 1.318
C 4.057 2.663 0.596
C 3.024 1.778 0.476
C 3.083 0.506 1.082
N 2.045 -0.404 0.985
H 3.233 -2.856 2.951
H 5.218 -1.294 3.062
H 6.190 0.839 2.487
H 6.033 3.049 1.393
H 3.982 3.633 0.121
H 2.163 2.042 -0.102
N -0.213 0.198 2.994
C -1.053 0.665 3.923
C -2.041 1.367 3.268
C -1.721 1.253 1.920
N -0.601 0.543 1.756
H 0.577 -0.408 3.145
H -0.883 0.475 4.970
H -2.875 1.887 3.705
H -2.243 1.649 1.064
```

Summary:
Gap between HOMO and LUMO (spin up / spin down): 6.942 / 6.630 eV
Energy above the lowest of the compared OMol25 structures with the same formula, charge and spin: 0.9268 eV
Total charge: +2
Multiplicity: 2

=====

(2)
Below is a structure of composition C32H23BrN4O5S4Sr, with properties calculated with wB97M-V/def2-TZVPD.

Structure (XYZ):
```
70
Properties=species:S:1:pos:R:3
Sr -1.422 0.952 -0.732
S -1.941 -0.028 6.739
C -3.568 0.213 7.201
C -4.324 0.660 6.163
C -3.574 0.815 4.971
C -2.254 0.484 5.121
C -1.199 0.518 4.113
C -1.528 0.620 2.747
N -0.638 0.627 1.782
C 0.676 0.526 2.071
C 1.111 0.454 3.404
C 2.510 0.383 3.704
C 3.426 0.384 2.716
C 3.018 0.430 1.344
C 3.955 0.397 0.299
C 3.544 0.409 -1.016
C 2.153 0.445 -1.238
N 1.259 0.465 -0.280
C 1.656 0.481 1.008
C 4.466 0.360 -2.149
C 4.166 0.417 -3.484
C 5.311 0.336 -4.314
C 6.464 0.217 -3.604
S 6.170 0.203 -1.921
C 0.142 0.450 4.418
H -3.886 0.008 8.210
H -5.379 0.874 6.245
H -4.003 1.172 4.046
H -2.566 0.667 2.439
H 2.812 0.337 4.743
H 4.485 0.341 2.938
H 5.009 0.360 0.553
H 1.752 0.447 -2.246
H 3.162 0.520 -3.870
H 5.279 0.369 -5.393
H 7.470 0.141 -3.983
H 0.473 0.391 5.449
Br -0.122 -1.357 -4.148
C -0.997 0.328 -4.303
C -1.756 0.552 -5.436
C -2.320 1.810 -5.568
C -2.075 2.764 -4.596
C -1.310 2.432 -3.488
N -0.781 1.203 -3.345
C -1.048 3.537 -2.431
O -1.299 4.672 -2.809
O -0.612 3.147 -1.305
H -1.895 -0.226 -6.170
H -2.934 2.043 -6.428
H -2.457 3.772 -4.661
S -1.540 -2.793 2.357
C -0.157 -2.792 1.437
N -0.239 -2.670 0.070
C 0.826 -2.686 -0.768
C 2.089 -2.808 -0.288
C 2.251 -2.916 1.114
C 1.172 -2.910 1.945
H -1.176 -2.568 -0.315
H 0.585 -2.579 -1.815
H 2.929 -2.812 -0.966
H 3.245 -3.007 1.535
H 1.280 -2.998 3.016
C -5.170 -1.597 -1.217
S -3.863 -0.440 -1.504
O -4.043 0.189 -2.792
O -3.908 0.527 -0.393
O -2.596 -1.210 -1.440
H -6.059 -1.037 -0.936
H -4.864 -2.262 -0.413
H -5.343 -2.153 -2.134
```

Summary:
Gap between HOMO and LUMO: 6.920 eV
Energy above the lowest of the compared OMol25 structures with the same formula, charge and spin: 0.7489 eV

=====

(3)
Below is a structure of composition C32H23CeN4O2, with properties calculated with wB97M-V/def2-TZVPD.

Structure (XYZ):
```
62
Properties=species:S:1:pos:R:3
Ce -0.891 -0.082 0.967
C -0.759 2.098 2.792
C -0.737 0.944 3.609
C -2.063 0.275 3.516
C -2.785 1.047 2.581
C -1.998 2.135 2.193
H 0.154 2.539 2.400
H 0.169 0.627 4.038
H -2.494 -0.523 4.162
H -3.860 1.041 2.322
H -2.380 2.890 1.469
O -2.157 2.671 -2.698
C -1.959 1.855 -1.834
N -0.862 1.594 -1.002
C 0.370 2.024 -1.471
O 0.667 2.503 -2.554
C 1.478 1.759 -0.470
C 2.762 2.279 -0.793
C 3.788 2.136 0.095
C 3.513 1.490 1.263
C 2.244 0.989 1.589
N 1.250 1.141 0.712
C -3.226 1.051 -1.333
C -4.426 1.504 -1.793
C -5.557 0.801 -1.458
C -5.454 -0.293 -0.587
C -4.182 -0.782 -0.267
N -3.063 -0.069 -0.593
H 2.792 2.828 -1.679
H 4.798 2.546 0.019
H 4.169 1.531 2.055
H 2.038 0.415 2.487
H -4.390 2.316 -2.458
H -6.536 1.153 -1.648
H -6.361 -0.719 -0.260
H -4.047 -1.689 0.291
C 1.289 -3.663 3.646
C 2.406 -3.968 2.909
C 2.542 -3.393 1.651
C 1.473 -2.590 1.175
C 0.411 -2.138 1.936
C 0.324 -2.713 3.240
C 1.695 -1.944 -0.114
C 3.008 -1.598 -0.610
C 3.197 -1.042 -1.810
C 2.078 -0.773 -2.668
C 2.207 0.014 -3.902
C 1.088 0.362 -4.558
C -0.160 -0.140 -4.124
C -0.303 -0.874 -2.998
C 0.808 -1.120 -2.143
N 0.602 -1.650 -0.899
H 1.149 -4.078 4.640
H 3.193 -4.555 3.273
H 3.335 -3.589 0.954
H -0.478 -2.528 3.972
H 3.882 -1.623 0.099
H 4.160 -0.642 -2.192
H 3.202 0.334 -4.151
H 1.121 1.064 -5.359
H -0.979 0.084 -4.863
H -1.255 -1.260 -2.769
```

Summary:
Gap between HOMO and LUMO (spin up / spin down): 7.738 / 7.743 eV
Energy above the lowest of the compared OMol25 structures with the same formula, charge and spin: 0.7197 eV
Multiplicity: 2

=====

(4)
Below is a structure of composition C32H23N4O2RuS3, with properties calculated with wB97M-V/def2-TZVPD.

Structure (XYZ):
```
65
Properties=species:S:1:pos:R:3
Ru -0.120 0.466 -0.381
S -0.961 4.774 -6.041
C -1.680 6.244 -5.600
C -1.963 6.309 -4.262
C -1.584 5.135 -3.588
C -1.017 4.192 -4.423
C -0.520 2.878 -4.079
C -0.564 2.434 -2.729
N -0.139 1.255 -2.328
C 0.377 0.390 -3.254
C 0.469 0.730 -4.607
C 1.021 -0.226 -5.529
C 1.439 -1.435 -5.103
C 1.343 -1.798 -3.714
C 1.755 -3.031 -3.224
C 1.629 -3.326 -1.862
C 1.074 -2.334 -1.016
N 0.683 -1.151 -1.457
C 0.810 -0.873 -2.800
C 2.048 -4.583 -1.318
C 2.613 -5.676 -2.027
C 2.912 -6.739 -1.216
C 2.583 -6.480 0.130
S 1.918 -4.954 0.382
C 0.012 1.993 -5.003
H -1.864 6.999 -6.349
H -2.423 7.165 -3.793
H -1.733 5.002 -2.526
H -0.964 3.083 -1.966
H 1.092 0.045 -6.574
H 1.853 -2.153 -5.798
H 2.173 -3.754 -3.913
H 0.947 -2.503 0.046
H 2.789 -5.673 -3.092
H 3.348 -7.671 -1.545
H 2.721 -7.156 0.964
H 0.077 2.267 -6.049
C -2.398 -1.238 7.730
C -1.624 -1.160 6.448
C -0.285 -0.765 6.443
C 0.443 -0.716 5.268
C -0.191 -1.077 4.081
C -1.523 -1.492 4.053
C -2.230 -1.514 5.237
S 0.734 -1.076 2.624
O 2.035 -0.526 2.820
O 0.558 -2.308 1.911
N -0.064 0.051 1.581
C -0.300 1.365 1.948
C -0.093 2.029 3.154
C -0.435 3.367 3.195
C -0.940 4.008 2.060
C -1.059 3.303 0.881
N -0.738 2.006 0.826
H -1.908 -0.686 8.528
H -2.486 -2.280 8.046
H -3.408 -0.850 7.602
H 0.195 -0.500 7.376
H 1.483 -0.417 5.269
H -1.993 -1.799 3.127
H -3.266 -1.826 5.233
H 0.303 1.517 4.017
H -0.310 3.923 4.115
H -1.223 5.051 2.091
H -1.430 3.766 -0.021
```

Summary:
Gap between HOMO and LUMO (spin up / spin down): 5.994 / 3.809 eV
Total charge: +3
Multiplicity: 5

=====

(5)
Below is a structure of composition C32H23N5OSeTc, with properties calculated with wB97M-V/def2-TZVPD.

Structure (XYZ):
```
63
Properties=species:S:1:pos:R:3
Tc -1.378 -2.037 -2.967
C 3.616 4.634 7.959
O 2.551 5.056 7.123
C 2.240 4.271 6.062
C 2.886 3.080 5.749
C 2.479 2.349 4.640
C 1.437 2.787 3.836
C 0.803 3.986 4.163
C 1.195 4.724 5.259
C 1.018 1.973 2.682
N 1.519 0.808 2.345
C 0.803 0.422 1.233
C -0.135 1.363 0.900
N 0.011 2.357 1.839
C -1.053 1.240 -0.201
C -1.979 2.181 -0.625
C -2.785 1.877 -1.735
C -2.668 0.669 -2.368
N -1.779 -0.284 -1.965
C -0.958 0.028 -0.904
C 0.006 -0.953 -0.586
N 0.004 -2.051 -1.400
C 0.927 -2.998 -1.171
C 1.864 -2.902 -0.160
C 1.871 -1.786 0.672
C 0.929 -0.794 0.467
H 3.713 5.393 8.730
H 4.553 4.563 7.401
H 3.394 3.671 8.424
H 3.699 2.710 6.356
H 2.972 1.419 4.390
H -0.016 4.365 3.562
H 0.706 5.654 5.517
H -0.514 3.210 1.891
H -2.077 3.133 -0.118
H -3.514 2.587 -2.099
H -3.291 0.397 -3.207
H 0.895 -3.845 -1.842
H 2.585 -3.698 -0.035
H 2.596 -1.675 1.468
Se -3.412 -2.965 -4.011
C -4.522 -3.214 -2.465
C -4.073 -3.129 -1.151
C -4.980 -3.252 -0.110
N -6.285 -3.475 -0.278
C -6.700 -3.597 -1.539
C -5.874 -3.474 -2.645
H -3.023 -2.999 -0.908
H -4.637 -3.166 0.915
H -7.758 -3.796 -1.677
H -6.286 -3.578 -3.642
C -0.199 -2.006 -4.179
C 1.106 -1.850 -4.818
C 1.939 -0.794 -4.450
C 3.229 -0.716 -4.953
C 3.687 -1.684 -5.838
C 2.852 -2.723 -6.228
C 1.564 -2.809 -5.721
H 1.562 -0.044 -3.765
H 3.874 0.102 -4.659
H 4.697 -1.628 -6.225
H 3.205 -3.471 -6.925
H 0.905 -3.617 -6.013
```

Summary:
Gap between HOMO and LUMO (spin up / spin down): 5.359 / 6.821 eV
Multiplicity: 2

=====

(6)
Below is a structure of composition C32H24AlF3IN2O2Sb, with properties calculated with wB97M-V/def2-TZVPD.

Structure (XYZ):
```
66
Properties=species:S:1:pos:R:3
Al 0.213 -0.035 -1.277
C 1.476 -3.562 -3.703
C 2.549 -2.687 -3.126
N 3.823 -2.999 -3.324
C 4.806 -2.238 -2.823
C 4.593 -1.080 -2.104
C 5.791 -0.343 -1.528
O 6.972 -0.566 -2.253
C 3.244 -0.714 -1.880
C 2.939 0.562 -1.296
N 1.766 1.037 -0.975
C 1.645 2.393 -0.535
C 2.589 3.013 0.273
C 2.429 4.338 0.650
C 1.315 5.061 0.244
C 0.342 4.453 -0.537
C 0.528 3.137 -0.902
I -0.965 2.228 -2.088
C 2.229 -1.558 -2.377
O 0.935 -1.283 -2.141
H 1.935 -4.457 -4.112
H 0.741 -3.841 -2.947
H 0.945 -3.044 -4.505
H 5.819 -2.568 -3.012
H 5.599 0.727 -1.406
H 5.977 -0.736 -0.528
H 6.947 -0.097 -3.094
H 3.777 1.239 -1.169
H 3.446 2.454 0.633
H 3.180 4.805 1.274
H 1.193 6.095 0.537
H -0.537 5.003 -0.846
F -2.344 -4.450 5.450
C -2.091 -3.616 4.449
C -2.067 -2.258 4.708
C -1.802 -1.386 3.663
C -1.584 -1.906 2.391
C -1.601 -3.277 2.144
C -1.863 -4.145 3.188
Sb -1.356 -0.567 0.803
C -3.071 -0.908 -0.372
C -4.316 -1.128 0.223
C -5.432 -1.380 -0.557
C -5.288 -1.420 -1.933
F -6.356 -1.668 -2.683
C -4.070 -1.229 -2.561
C -2.967 -0.979 -1.763
C -1.549 1.350 1.641
C -2.718 2.095 1.499
C -2.779 3.387 2.002
C -1.666 3.902 2.643
F -1.715 5.148 3.108
C -0.500 3.177 2.816
C -0.442 1.893 2.299
H -2.253 -1.899 5.712
H -1.782 -0.319 3.847
H -1.430 -3.677 1.152
H -1.894 -5.217 3.042
H -4.421 -1.110 1.303
H -6.406 -1.554 -0.117
H -4.005 -1.301 -3.639
H -2.011 -0.901 -2.272
H -3.585 1.680 0.997
H -3.674 3.991 1.912
H 0.333 3.619 3.348
H 0.467 1.316 2.435
```

Summary:
Gap between HOMO and LUMO: 7.272 eV
Energy above the lowest of the compared OMol25 structures with the same formula, charge and spin: 0.2262 eV
Total charge: +2

=====

(7)
Below is a structure of composition C32H24AsF6FeGeNO5S, with properties calculated with wB97M-V/def2-TZVPD.

Structure (XYZ):
```
72
Properties=species:S:1:pos:R:3
Fe 0.234 -1.891 -0.985
O 1.893 -1.728 0.207
N 2.830 -2.651 0.147
C 3.731 -2.659 1.152
C 4.761 -3.557 1.180
C 4.859 -4.489 0.148
C 3.932 -4.471 -0.862
C 2.880 -3.541 -0.888
S 1.713 -3.454 -2.136
H 3.534 -1.914 1.907
H 5.452 -3.545 2.010
H 5.650 -5.229 0.148
H 3.969 -5.184 -1.674
O -3.787 -1.642 -1.751
C -2.579 -1.448 -1.820
O -1.693 -2.174 -1.230
C -2.082 -0.324 -2.731
C -2.900 -0.043 -3.823
C -2.559 0.865 -4.826
C -1.341 1.484 -4.666
O -0.734 2.423 -5.486
C 0.274 2.978 -4.643
O 0.620 2.002 -3.689
C -0.536 1.227 -3.583
C -0.844 0.350 -2.551
H -3.840 -0.576 -3.870
H -3.204 1.069 -5.670
H -0.138 3.861 -4.132
H 1.146 3.232 -5.243
H 1.037 0.655 -1.641
C 0.071 0.202 -1.404
Ge -0.486 1.110 0.208
C -0.879 3.033 -0.098
C -1.681 3.432 -1.171
C -1.973 4.771 -1.395
C -1.470 5.747 -0.544
C -0.678 5.371 0.532
C -0.390 4.028 0.749
C -2.056 0.422 1.156
C -3.143 1.255 1.421
C -4.239 0.792 2.138
C -4.256 -0.514 2.610
C -3.183 -1.356 2.353
C -2.097 -0.892 1.626
C 1.043 1.073 1.448
C 1.046 0.268 2.584
C 2.175 0.165 3.388
C 3.324 0.874 3.067
C 3.339 1.684 1.937
C 2.207 1.777 1.139
H -2.093 2.685 -1.841
H -2.600 5.053 -2.234
H -1.697 6.793 -0.716
H -0.285 6.124 1.206
H 0.232 3.748 1.593
H -3.142 2.276 1.056
H -5.079 1.451 2.326
H -5.110 -0.878 3.171
H -3.178 -2.378 2.710
H -1.286 -1.582 1.419
H 0.171 -0.315 2.845
H 2.156 -0.497 4.245
H 4.209 0.790 3.688
H 4.236 2.234 1.674
H 2.237 2.400 0.249
F -0.163 -3.558 1.101
As 0.322 -4.401 2.550
F -1.024 -3.694 3.399
F 0.819 -5.233 4.001
F -0.660 -5.759 2.111
F 1.672 -5.089 1.697
F 1.310 -3.041 3.007
```

Summary:
Gap between HOMO and LUMO (spin up / spin down): 6.140 / 6.495 eV
Energy above the lowest of the compared OMol25 structures with the same formula, charge and spin: 0.0679 eV
Total charge: -2
Multiplicity: 5

=====

| no. | largest force on an atom (eV/Å) |
| --- | --- |
| 1 | 0.73 |
| 2 | 0.97 |
| 3 | 3.24 |
| 4 | 0.33 |
| 5 | 0.63 |
| 6 | 0.85 |
| 7 | 0.26 |